No. 1
The following is a DFT calculation (ωB97M-V/def2-TZVPD) of a cluster of 11 separate species, C44H121N11O11 in total in a non-equilibrium geometry.

Values from the calculation:
SMILES: COC[C@H](C)N.COC[C@H](C)N.COC[C@H](C)N.COC[C@H](C)N.COC[C@H](C)N.COC[C@H](C)N.COC[C@H](C)N.COC[C@H](C)N.COC[C@H](C)N.COC[C@H](C)N.COC[C@H](C)N
HOMO energy: -9.2 eV
Maximum force: 2.91 eV/Å
Energy above the lowest of the compared OMol25 structures with the same formula, charge and spin: 185.5 kcal per mole
Frontier orbital gap: 9.518 eV

The geometry in XYZ format:
```
187
Properties=species:S:1:pos:R:3:forces:R:3
C 14.296860 5.853770 -4.680140 -0.33 0.24 -0.10
C 13.668720 4.420360 -4.749920 0.53 1.09 -0.35
C 12.868640 4.202060 -6.037500 -0.27 0.56 -0.12
O 12.086110 2.998130 -6.052490 1.51 1.33 -0.69
C 10.891340 3.124600 -5.368910 -0.93 -1.08 0.27
N 14.810040 3.524050 -4.685300 0.41 0.36 0.46
H 14.747700 6.044380 -3.706220 -0.04 -0.28 0.07
H 13.638240 6.701380 -4.869510 -0.61 -0.30 0.14
H 15.086210 6.042480 -5.407760 0.20 -0.52 -0.25
H 13.091580 4.343490 -3.828460 -0.50 -0.31 -0.23
H 13.511600 4.233330 -6.917120 0.61 -0.87 0.17
H 12.316550 5.104840 -6.298810 -1.10 0.02 0.56
H 11.035710 3.356550 -4.313710 -0.10 0.10 0.11
H 10.447620 2.134450 -5.472900 -0.19 -0.07 0.44
H 10.153350 3.790380 -5.816380 0.26 0.55 -0.16
H 15.490160 4.070460 -5.194190 0.70 -0.88 -0.18
H 14.664580 2.621660 -5.115000 -0.15 0.04 -0.14
C 18.148110 -13.354430 -4.496750 -0.37 -0.30 0.00
C 17.152530 -14.308590 -5.193440 -0.15 0.32 -0.62
C 15.934670 -13.499510 -5.710560 1.61 -0.38 -0.13
O 15.201700 -12.963940 -4.634530 -0.16 -0.53 -0.76
C 13.926790 -12.715730 -5.181880 -0.81 0.31 1.72
N 17.821210 -15.020610 -6.343220 -0.47 1.70 1.42
H 18.624890 -12.747150 -5.266160 -0.01 0.24 0.19
H 18.915840 -13.810260 -3.871510 0.19 -0.63 -0.46
H 17.633130 -12.762460 -3.740140 -0.32 0.38 -0.43
H 16.748360 -14.991570 -4.446250 0.00 -0.28 0.09
H 15.269800 -14.076960 -6.352890 0.11 -0.72 0.15
H 16.276250 -12.725820 -6.398180 0.31 0.49 0.07
H 13.947720 -11.797380 -5.768640 -0.24 -0.23 -0.47
H 13.236960 -12.587610 -4.347730 0.03 0.43 0.14
H 13.538030 -13.612390 -5.664560 0.07 0.22 -0.64
H 17.192770 -15.648290 -6.824030 0.26 -0.37 0.30
H 18.639920 -15.437330 -5.923510 -0.05 -0.64 -0.56
C 25.832020 -9.109390 -12.326220 -0.60 -0.55 1.34
C 24.878270 -8.039150 -12.900850 -0.16 -1.47 1.85
C 23.830310 -7.451330 -11.859070 0.76 -0.43 0.65
O 23.184190 -8.459890 -11.132050 0.18 -1.36 0.16
C 22.441000 -8.063530 -9.996000 0.75 0.49 -0.53
N 25.807880 -7.056460 -13.369140 -0.81 1.62 -1.30
H 25.311440 -10.003650 -11.983600 -0.19 0.06 0.05
H 26.352120 -8.715890 -11.452870 -0.01 0.16 0.24
H 26.634230 -9.465130 -12.972750 -0.36 0.45 -0.60
H 24.269510 -8.610010 -13.602020 0.28 0.73 -1.00
H 23.011600 -6.829050 -12.220420 0.32 0.41 -1.02
H 24.414100 -6.831870 -11.178220 0.24 0.29 0.32
H 22.007780 -8.963130 -9.558800 -0.22 0.26 -0.18
H 21.732900 -7.283540 -10.275840 -0.63 -0.21 -0.01
H 23.080930 -7.579410 -9.258290 0.33 -0.10 0.25
H 25.289270 -6.226620 -13.619140 -0.19 0.30 -0.74
H 26.366180 -6.667550 -12.622710 0.30 -0.64 0.51
C 21.347420 2.781760 -1.209530 0.53 0.62 -0.40
C 20.766370 3.495810 0.017480 1.45 0.67 1.36
C 21.665540 4.790800 0.557650 -0.10 -1.42 -1.49
O 21.929740 5.682100 -0.510610 -0.24 0.26 -0.29
C 23.130310 6.459760 -0.441720 -0.53 -1.20 -0.78
N 19.433550 3.990950 -0.176610 -0.13 0.93 -0.38
H 22.359840 2.408800 -1.054590 0.11 0.11 0.11
H 21.365920 3.474630 -2.050780 0.31 0.36 0.05
H 20.792030 1.952950 -1.648510 -0.51 -0.20 0.77
H 20.768420 2.832010 0.882050 0.07 -0.23 0.05
H 22.625700 4.415730 0.911940 0.03 -0.27 0.31
H 21.167110 5.375750 1.330630 -0.34 -0.54 0.28
H 23.017370 7.162540 -1.267210 0.11 0.46 0.51
H 23.963800 5.819370 -0.730350 0.31 -0.15 0.18
H 23.345280 6.878670 0.541340 -0.30 0.33 -0.05
H 19.644160 4.764280 -0.791190 -0.80 0.65 -0.27
H 18.853120 3.379230 -0.732490 0.02 -0.40 0.02
C 14.602490 -1.468430 1.999930 0.21 -1.24 1.37
C 14.867430 -2.004410 0.629850 1.37 -2.11 -0.51
C 14.986290 -3.589100 0.466840 0.87 -0.17 1.23
O 16.024150 -4.264460 1.216330 -0.71 1.44 0.68
C 16.131820 -5.667800 1.043460 0.14 1.29 -0.78
N 13.796100 -1.687260 -0.255890 -1.20 1.00 -0.18
H 13.764340 -2.024130 2.420410 -0.52 0.37 -0.12
H 14.457090 -0.392350 2.094840 -0.12 -0.10 -0.39
H 15.391300 -1.762540 2.692300 0.46 0.23 -0.12
H 15.721270 -1.499080 0.178510 0.89 -0.49 0.52
H 15.137250 -3.873840 -0.574420 0.06 0.43 -0.42
H 14.020230 -4.006730 0.750430 -0.33 0.01 0.20
H 15.268990 -6.244180 1.377230 -0.12 0.07 0.20
H 17.044220 -5.930190 1.578980 -0.19 -0.31 -0.12
H 16.253260 -5.774550 -0.034480 0.17 -0.84 -0.17
H 14.143120 -0.802370 -0.597440 -1.09 0.08 -1.05
H 13.685790 -2.377810 -0.984640 0.12 0.36 -0.35
C 12.105680 -4.910360 -6.643140 -0.58 -0.49 -0.18
C 12.869680 -3.718480 -6.135230 1.04 -1.59 0.79
C 14.391410 -4.072890 -6.246440 0.25 1.45 0.18
O 15.231380 -2.938600 -5.913410 -0.10 -0.30 0.17
C 16.573700 -3.163460 -6.279520 0.59 0.48 -0.91
N 12.572550 -2.607690 -6.943770 0.29 2.02 -0.91
H 12.163590 -5.767470 -5.972250 0.25 -0.12 -0.18
H 12.439440 -5.138200 -7.655470 0.26 -0.32 0.08
H 11.042310 -4.712290 -6.777780 -0.11 0.31 0.27
H 12.591240 -3.492890 -5.105830 0.27 -0.39 0.50
H 14.637280 -4.281020 -7.287770 -0.34 -0.44 -0.19
H 14.730720 -4.879060 -5.596020 -0.51 -0.40 -0.03
H 16.688890 -3.480730 -7.315950 -0.49 -0.31 -0.36
H 17.172140 -3.881290 -5.718540 -0.50 -0.24 0.66
H 17.146150 -2.236000 -6.294760 -0.36 0.30 0.54
H 11.620260 -2.292410 -6.826080 -0.39 -0.39 -0.08
H 13.089700 -1.842230 -6.535450 0.43 0.44 -0.37
C 13.579590 1.016690 -12.349530 -0.39 2.33 0.20
C 14.269630 -0.204030 -12.762130 -0.87 -0.07 1.70
C 15.399000 -0.354150 -11.730300 0.29 -1.06 -1.12
O 16.158490 -1.433780 -12.198820 1.87 -1.01 -0.29
C 17.013670 -1.152780 -13.321500 -0.63 0.48 0.58
N 13.304970 -1.346380 -12.597850 1.62 0.45 -0.89
H 14.326220 1.803610 -12.242790 -0.01 0.35 -0.19
H 13.204400 0.906300 -11.332110 -0.40 -0.09 0.00
H 12.808670 1.413920 -13.009810 -0.17 -0.30 0.04
H 14.690010 -0.108950 -13.763300 -0.27 -0.34 -0.02
H 15.003310 -0.685270 -10.770150 -0.22 0.19 0.07
H 16.078360 0.480050 -11.555130 -0.26 0.56 -0.24
H 17.776330 -1.930660 -13.358380 -0.39 -0.07 -0.32
H 17.524530 -0.191280 -13.270170 0.25 0.23 0.78
H 16.423900 -0.992510 -14.224040 0.04 -0.86 -0.32
H 13.962970 -2.078940 -12.373150 -0.32 -0.95 -0.12
H 12.797890 -1.183040 -11.739780 -0.16 0.14 0.17
C 6.638690 1.929050 -16.869510 -0.25 -0.54 0.78
C 7.523640 2.494910 -15.744690 -1.73 0.80 -1.21
C 7.184900 1.967100 -14.362750 -1.32 -0.91 -0.63
O 7.631680 2.750940 -13.277710 0.90 0.24 -0.98
C 7.633780 2.099710 -12.031840 -1.02 0.00 -0.03
N 8.886550 2.259990 -16.130310 0.44 0.39 0.95
H 6.882740 0.877590 -17.021110 -0.18 -0.28 0.01
H 6.795400 2.413580 -17.833230 0.14 0.26 0.25
H 5.591990 2.015400 -16.577830 -0.11 -0.07 -0.25
H 7.212090 3.539090 -15.771590 0.76 0.54 0.30
H 7.491620 0.921310 -14.381040 0.84 -0.28 0.67
H 6.104510 1.822670 -14.363750 -0.55 0.49 0.51
H 8.266230 1.212040 -12.019190 0.09 -0.04 0.02
H 6.595850 1.839040 -11.824820 -0.14 -0.55 0.26
H 7.896550 2.794480 -11.234130 0.41 0.11 -0.34
H 9.272870 2.223620 -15.197820 1.45 0.10 -0.08
H 8.905700 1.298640 -16.439410 0.28 -0.28 -0.23
C 29.982740 -2.662190 -8.159650 0.14 -1.92 0.16
C 28.990590 -2.012550 -7.233620 1.10 0.99 1.35
C 27.545900 -2.343300 -7.389600 0.30 0.33 -2.87
O 26.740640 -1.355690 -6.863650 -0.43 -0.21 1.45
C 25.373520 -1.678880 -7.076860 0.62 1.31 0.69
N 29.477510 -2.170460 -5.810280 0.15 0.50 -2.21
H 30.962050 -2.188710 -8.089760 -0.21 0.20 -0.17
H 29.657460 -2.808430 -9.189660 -0.09 0.66 -0.06
H 30.144740 -3.692660 -7.843460 0.17 -0.36 0.19
H 29.131860 -0.989450 -7.582040 -0.66 0.61 0.73
H 27.196440 -3.354810 -7.182640 0.32 -0.23 0.62
H 27.383420 -2.184170 -8.455610 0.05 -0.78 -0.87
H 24.946760 -1.056820 -6.290080 -0.98 -0.42 -0.24
H 25.177610 -2.745900 -6.971090 -0.12 0.01 0.21
H 25.064390 -1.331300 -8.062610 -0.16 -0.08 -0.15
H 28.731160 -1.939410 -5.170220 0.00 -0.44 0.15
H 29.772850 -3.136210 -5.824510 -0.21 -0.19 1.05
C 10.516720 -12.769690 -11.019150 1.54 -1.76 0.53
C 9.900640 -11.511690 -11.407690 0.64 2.21 -0.21
C 10.981490 -10.551380 -12.070660 -0.92 0.34 0.68
O 11.827960 -9.990010 -11.053050 -0.15 -1.31 -0.25
C 12.964770 -9.301810 -11.540920 0.08 -0.41 0.86
N 8.753460 -11.840800 -12.242470 -0.50 0.39 0.12
H 11.391340 -12.582400 -10.396200 0.08 -0.10 0.03
H 10.832460 -13.333550 -11.896910 0.14 0.03 -0.15
H 9.863890 -13.450010 -10.472280 -0.23 0.18 0.16
H 9.548190 -11.021510 -10.500170 0.21 0.45 0.20
H 10.532300 -9.680820 -12.548630 -0.58 -0.13 -0.33
H 11.532000 -11.087930 -12.843430 0.29 -0.21 0.08
H 12.705320 -8.248590 -11.648290 0.29 0.06 -0.58
H 13.444260 -9.789120 -12.389860 -0.48 0.25 -0.57
H 13.741820 -9.397300 -10.782510 -0.13 0.27 0.35
H 8.104740 -11.067420 -12.208600 0.05 0.73 -0.62
H 8.250550 -12.428530 -11.593050 -0.30 -0.97 -0.29
C 3.974990 -11.684160 -8.211070 0.28 0.71 0.41
C 2.934930 -10.580130 -8.177790 -1.96 1.01 0.25
C 3.136680 -9.346520 -9.066670 2.63 -0.51 -0.52
O 4.620910 -9.076710 -9.019660 -2.42 0.87 0.07
C 5.038600 -8.117700 -10.002160 0.60 -1.98 -0.20
N 1.515310 -11.132230 -8.401090 2.51 -0.04 0.90
H 4.170710 -12.208540 -9.146400 -0.38 -0.08 0.00
H 3.709470 -12.320050 -7.366530 -0.03 -0.56 -0.42
H 4.902980 -11.204650 -7.899610 0.16 -0.10 -0.23
H 3.071270 -10.212620 -7.160710 -0.67 0.04 0.27
H 2.605440 -8.418420 -8.855660 -0.09 -0.09 0.93
H 2.762010 -9.579750 -10.063330 0.62 -0.27 -0.59
H 5.141540 -8.768620 -10.870370 -0.17 0.66 -0.87
H 6.066810 -7.840060 -9.770220 -0.21 0.39 0.32
H 4.395110 -7.260780 -10.201450 -0.13 -0.06 0.34
H 0.827950 -10.425970 -8.622090 0.16 0.02 -0.30
H 1.696110 -11.780710 -9.154000 -0.87 0.00 -0.36
```
Forces are in eV/Å.

Here are the Löwdin charges for atoms 1 to 6, given in e:
1. C -0.069
2. C -0.419
3. C -0.199
4. O -0.174
5. C -0.140
6. N 0.029



No. 2
The following is a DFT calculation (ωB97M-V/def2-TZVPD) of a structure of composition C44H16BF8N12Rh in a non-equilibrium geometry.

Values from the calculation:
HOMO energy (alpha / beta): -6.8 / -6.8 eV
Maximum force: 1.79 eV/Å
Energy above the lowest of the compared OMol25 structures with the same formula, charge and spin: 0.0 kcal per mole
Frontier orbital gap (alpha / beta): 3.531 / 3.534 eV

The geometry in XYZ format:
```
82
Properties=species:S:1:pos:R:3:forces:R:3
Rh -0.028056 -0.350103 0.716142 0.19 -0.13 0.19
C -0.228973 -5.577475 -3.415537 -0.05 -0.07 -0.03
C -0.793448 -4.825470 -4.436991 0.02 0.05 0.02
C -1.114760 -3.490511 -4.233212 -0.08 -0.02 -0.02
C -0.856630 -2.922939 -3.000123 0.12 -0.05 0.10
C -0.984562 -1.495110 -2.625023 -0.43 0.26 0.05
N 0.265221 -0.879982 -2.660280 0.80 0.19 -0.15
C -0.125878 -2.987206 -0.662025 0.42 0.31 0.04
N -0.728258 -3.562222 0.361413 -0.16 -0.48 0.27
C -0.976432 -2.992020 1.515228 0.23 0.66 -0.41
C -1.356630 -3.727123 2.709931 -0.10 -0.02 0.72
C -1.566362 -5.077574 2.937556 0.02 0.07 -0.25
C -1.890101 -5.467437 4.226782 -0.03 -0.04 0.10
C -1.998741 -4.534533 5.259833 0.00 -0.06 -0.05
C -1.778316 -3.184363 5.036371 0.05 0.19 -0.05
C -1.449900 -2.795128 3.749089 -0.10 -0.72 -0.19
C -1.115969 -1.502334 3.185937 0.20 1.24 0.73
N -0.928581 -0.439769 3.902089 0.00 -1.34 0.22
C -0.630271 0.742233 3.361246 0.00 1.14 -0.97
N -0.589477 0.978777 2.033766 -0.07 -0.14 1.03
C -0.688998 2.319480 1.785959 0.30 0.39 0.07
N -1.146727 2.795155 0.649384 -0.23 -0.39 -0.06
C -1.576090 2.004378 -0.312930 0.14 0.89 0.14
N -1.390167 0.618960 -0.490712 -0.20 -0.83 -0.26
C -2.055208 0.266448 -1.609282 0.35 0.72 0.28
N -2.051346 -0.957983 -2.204307 -0.12 -0.84 0.06
C -2.756502 1.384404 -2.158369 0.15 0.18 0.16
C -3.595757 1.510909 -3.265269 -0.09 0.08 -0.13
C -4.065763 2.771921 -3.565923 -0.02 -0.27 -0.13
C -3.711325 3.883606 -2.784794 0.12 0.11 0.23
C -2.888957 3.763468 -1.681931 -0.10 0.16 -0.11
C -2.406708 2.494250 -1.371389 0.04 -0.44 -0.17
C -0.551036 3.012721 3.046375 -0.02 -0.38 -0.17
C -0.478416 4.356443 3.383180 0.00 0.25 0.27
C -0.370405 4.675207 4.727049 -0.03 0.14 -0.37
C -0.343934 3.685255 5.713564 -0.03 -0.44 0.19
C -0.434505 2.342390 5.387566 0.00 0.29 0.25
C -0.531614 2.013568 4.042717 -0.04 -0.21 -0.29
N -0.954623 -1.662635 1.812155 -0.15 -0.47 -0.64
C -0.291594 -3.678595 -1.962990 -0.05 0.05 -0.27
C 0.006381 -5.015790 -2.170418 0.02 -0.03 0.09
H 0.018516 -6.615697 -3.591652 0.03 0.01 0.02
H -0.966479 -5.274804 -5.405612 -0.04 -0.02 0.02
H -1.554709 -2.898824 -5.024869 0.03 0.02 0.00
H -1.481137 -5.794715 2.132159 0.00 0.00 0.00
H -2.061053 -6.513894 4.441771 0.00 0.00 -0.01
H -2.253281 -4.875666 6.254566 0.00 0.00 0.00
H -1.853833 -2.454792 5.830945 0.03 0.00 0.00
H -3.874649 0.647288 -3.854969 0.02 0.01 -0.02
H -4.713508 2.908236 -4.421924 -0.02 0.02 0.03
H -4.100310 4.858110 -3.050707 0.01 0.00 -0.02
H -2.618149 4.620160 -1.079783 0.00 -0.01 0.01
H -0.480656 5.122980 2.619898 -0.04 0.00 0.01
H -0.301634 5.714232 5.022496 0.03 0.00 -0.01
H -0.245512 3.969897 6.752983 0.00 0.04 -0.01
H -0.406114 1.573884 6.148175 -0.03 0.00 0.00
H 0.441297 -5.599407 -1.369850 -0.05 0.00 0.02
F 1.200583 1.252404 -0.498260 -0.21 0.03 -0.04
C 2.142622 1.537981 -1.410445 -0.03 0.90 -0.19
C 2.421556 2.837749 -1.627047 -0.42 -0.85 0.43
F 1.690368 3.754359 -1.024793 0.02 0.19 0.14
C 3.488428 3.232485 -2.500247 0.29 1.56 -0.37
C 4.258914 2.165021 -3.065407 -0.02 -1.01 -0.05
C 3.983087 0.863327 -2.819372 0.64 0.85 -0.07
F 4.714848 -0.070169 -3.395300 0.06 -0.14 -0.01
C 2.864544 0.472927 -2.024373 -0.46 -1.71 0.27
C 2.479084 -0.837733 -1.843344 0.13 1.54 -0.18
C 1.050026 -1.191700 -1.706189 -0.71 -0.32 -0.01
N 0.590085 -1.865589 -0.571046 -0.35 -0.16 -0.07
C 3.351677 -1.937849 -1.963767 0.39 -0.54 -0.49
N 4.020188 -2.865235 -2.101149 -0.12 0.08 0.14
F 5.280376 2.457943 -3.851939 0.10 0.07 -0.11
C 3.752962 4.563869 -2.777401 -0.26 -1.32 0.30
C 4.637464 4.969593 -3.811725 0.41 0.22 -0.38
N 5.293015 5.351940 -4.675787 -0.06 0.00 0.13
C 3.144573 5.634982 -2.069861 -0.29 0.49 0.16
N 2.710441 6.548101 -1.522004 0.05 -0.09 -0.06
F 3.542085 -0.554638 2.970027 -0.07 -0.01 -0.04
B 3.009741 -0.961729 1.787834 -0.14 0.14 -0.04
F 3.343573 -2.229036 1.406245 -0.04 0.02 -0.08
F 3.167823 -0.025304 0.759197 0.06 -0.10 0.14
F 1.472573 -0.983976 2.000699 0.00 0.08 -0.04
```
Forces are in eV/Å.

Here are the Löwdin charges for atoms 1 to 6, given in e:
1. Rh 1.328
2. C -0.057
3. C -0.057
4. C -0.004
5. C -0.096
6. C -0.273



Q: Which of these has the highest energy above the lowest of the compared OMol25 structures with the same formula, charge and spin?
A: C44H121N11O11



Q: Among the records above, which one has the highest energy above the lowest of the compared OMol25 structures with the same formula, charge and spin?
A: C44H121N11O11